1.
Computed, not measured: a 2-piece molecular cluster, CH3BrClPS overall at a distorted geometry, with ωB97M-V/def2-TZVPD.

The value obtained for the energy above the lowest of the compared OMol25 structures with the same formula, charge and spin is 2.5142 eV. As for the HOMO energy (alpha / beta): -0.3282 / -0.3271 Ha. The value obtained for the LUMO energy (alpha / beta) is -0.03258 / -0.08948 hartree. For the molecular weight, the calculation gives 193.43 g mol⁻¹. The calculation puts the frontier orbital gap (alpha / beta) at 8.044 / 6.466 eV. Its total energy is -3813.60537 hartree.

Each line ends with the natural charge from an NBO analysis.
Cartesian coordinates (Å):
C -1.7095 -0.0858 -0.0142  -0.4934
P 1.2212 0.1564 -0.0303  0.6950
S 2.0010 1.1649 -1.5642  -0.4145
Cl 1.7944 0.9914 1.6863  -0.2247
Br 2.0146 -1.9021 0.0434  -0.1562
H -1.7328 -0.7788 -0.8841  0.1950
H -1.7664 -0.5119 1.0228  0.2032
H -1.8225 0.9658 -0.2597  0.1955

---

2.
Computed, not measured: an isolated ion of composition CH3BrNO2S and charge -1 at a distorted geometry, with ωB97M-V/def2-TZVPD.

The value obtained for the energy above the lowest of the compared OMol25 structures with the same formula, charge and spin is 1.4742 eV. As for the HOMO energy: -0.1423 Ha. The value obtained for the LUMO energy is 0.11766 hartree. For the molecular weight, the calculation gives 173.01 g mol⁻¹. The charge is -1. The calculation puts the frontier orbital gap at 7.074 eV. Its total energy is -3217.33508 hartree.

Each line ends with the natural charge from an NBO analysis.
Cartesian coordinates (Å):
C -0.9875 0.3089 -0.3202  -0.2839
N 0.0530 -0.4123 0.9369  -0.8947
O 2.1219 -0.9242 -0.7149  -1.0487
O 1.8998 1.3510 0.1773  -1.0360
S 1.8721 -0.0912 0.4713  1.6177
Br -2.9300 0.2437 0.2546  -0.1311
H -0.9373 -0.5318 -1.0076  0.2004
H -0.7320 1.4027 -0.5849  0.2443
H -0.3599 -1.3469 0.7876  0.3320

---

3.
Computed, not measured: an isolated ion of composition CH3BrNO3S and charge -1 at a distorted geometry, with ωB97M-V/def2-TZVPD.

The value obtained for the energy above the lowest of the compared OMol25 structures with the same formula, charge and spin is 0.4538 eV. As for the HOMO energy: -0.1744 Ha. The value obtained for the LUMO energy is 0.12546 hartree. For the molecular weight, the calculation gives 189.01 g mol⁻¹. The charge is -1. The calculation puts the frontier orbital gap at 8.160 eV. As for the SMILES: O=S(=O)([O-])CNBr. Its total energy is -3292.57910 hartree.

Each line ends with the natural charge from an NBO analysis.
Cartesian coordinates (Å):
C -0.1498 -0.9520 0.2992  -0.5176
N 1.3205 -0.7144 -0.5925  -0.7936
O -0.2210 1.7327 1.0096  -0.9859
O -2.2728 0.6417 0.3224  -1.0292
O -0.5357 0.9568 -1.3440  -1.0297
S -0.8288 0.7676 0.0962  2.3490
Br 2.4833 0.3179 0.3096  0.1369
H 0.1736 -0.9738 1.3858  0.2163
H -0.7207 -1.7632 -0.1589  0.2259
H 0.7512 -0.0133 -1.3273  0.4279

---

4.
Computed, not measured: CH3BrO2S as an isolated structure at a distorted geometry, with ωB97M-V/def2-TZVPD.

The value obtained for the energy above the lowest of the compared OMol25 structures with the same formula, charge and spin is 2.1816 eV. As for the HOMO energy (alpha / beta): -0.4023 / -0.3790 Ha. The value obtained for the LUMO energy (alpha / beta) is -0.10741 / -0.12996 hartree. For the molecular weight, the calculation gives 159.00 g mol⁻¹. The calculation puts the frontier orbital gap (alpha / beta) at 8.024 / 6.777 eV. Its total energy is -3162.48085 hartree.

Each line ends with the natural charge from an NBO analysis.
Cartesian coordinates (Å):
C 0.4893 -0.1505 0.7826  -0.7851
O 0.4789 0.0452 -1.7527  -0.8236
O -1.1396 -1.6062 -0.7503  -0.8178
S -0.5252 -0.2784 -0.7523  1.8624
Br -1.3133 2.5842 -0.4415  -0.2137
H 0.4195 -1.1801 1.0282  0.2443
H 0.1175 0.6275 1.5118  0.2757
H 1.4729 -0.0417 0.3740  0.2577

---

5.
Computed, not measured: one molecule with the formula CH3BrO2S at a distorted geometry, with ωB97M-V/def2-TZVPD.

The value obtained for the energy above the lowest of the compared OMol25 structures with the same formula, charge and spin is 0.2922 eV. As for the HOMO energy: -0.4054 Ha. The value obtained for the LUMO energy is -0.01708 hartree. For the molecular weight, the calculation gives 159.00 g mol⁻¹. The calculation puts the frontier orbital gap at 10.567 eV. As for the SMILES: CS(=O)(=O)Br. Its total energy is -3162.55028 hartree.

Each line ends with the natural charge from an NBO analysis.
Cartesian coordinates (Å):
C -0.3634 0.5838 -0.6774  -0.8300
O 1.8945 0.0406 0.7760  -0.8664
O -0.3720 -0.0935 1.7496  -0.9137
S 0.4989 -0.2765 0.6320  2.0369
Br 0.0938 -2.3856 0.0097  -0.1840
H -1.3531 -0.0606 -0.7253  0.2677
H 0.1942 0.6706 -1.5228  0.2366
H -0.5928 1.5212 -0.2417  0.2530

---

6.
Computed, not measured: one molecule with the formula CH3BrO3 at a distorted geometry, with ωB97M-V/def2-TZVPD.

The value obtained for the energy above the lowest of the compared OMol25 structures with the same formula, charge and spin is 6.5384 eV. As for the HOMO energy: -0.3812 Ha. The value obtained for the LUMO energy is -0.04671 hartree. For the molecular weight, the calculation gives 142.94 g mol⁻¹. The calculation puts the frontier orbital gap at 9.102 eV. As for the SMILES: COOOBr. Its total energy is -2839.37068 hartree.

Each line ends with the natural charge from an NBO analysis.
Cartesian coordinates (Å):
C 0.6480 0.3249 -0.0115  -0.2958
O 1.2519 -0.4120 -1.0730  -0.2951
O 2.5495 -1.2177 -0.6829  0.0237
O 3.0635 -0.7879 0.4560  -0.2474
Br 4.3757 0.5974 0.2477  0.2103
H 1.3031 1.1455 0.4922  0.1904
H 0.3756 -0.2847 0.8121  0.1816
H -0.2979 0.6178 -0.5789  0.2323

---

7.
Computed, not measured: a 2-piece molecular cluster, CH3BrOS overall at a distorted geometry, with ωB97M-V/def2-TZVPD.

The value obtained for the energy above the lowest of the compared OMol25 structures with the same formula, charge and spin is 2.6946 eV. As for the HOMO energy (alpha / beta): -0.3454 / -0.3335 Ha. The value obtained for the LUMO energy (alpha / beta) is -0.13677 / -0.05968 hartree. For the molecular weight, the calculation gives 143.01 g mol⁻¹. The calculation puts the frontier orbital gap (alpha / beta) at 5.678 / 7.450 eV. Its total energy is -3087.21406 hartree.

Each line ends with the natural charge from an NBO analysis.
Cartesian coordinates (Å):
C 0.1294 -0.2738 -0.0262  -0.2374
O -0.3496 -1.5394 0.4974  -0.6236
S 0.2524 -2.8953 -0.1215  0.3240
Br 3.4612 0.0665 0.0418  -0.0475
H -0.3061 0.4929 0.6327  0.2092
H -0.3329 -0.1755 -1.1069  0.2025
H 1.2916 -0.3165 -0.0501  0.1727

---

8.
Computed, not measured: CH3BrOS as an isolated structure at a distorted geometry, with ωB97M-V/def2-TZVPD.

The value obtained for the energy above the lowest of the compared OMol25 structures with the same formula, charge and spin is 1.3329 eV. As for the HOMO energy: -0.3698 Ha. The value obtained for the LUMO energy is -0.02543 hartree. For the molecular weight, the calculation gives 143.01 g mol⁻¹. The calculation puts the frontier orbital gap at 9.372 eV. Its total energy is -3087.26411 hartree.

Each line ends with the natural charge from an NBO analysis.
Cartesian coordinates (Å):
C 0.6834 0.3413 0.0105  -0.7548
O -0.7106 -1.7119 0.3303  -0.8935
S -0.8092 -0.6687 -0.6600  1.2414
Br -2.3270 0.8853 0.2225  -0.2705
H 0.6343 1.3092 -0.3886  0.2098
H 1.5935 -0.4750 -0.6457  0.2033
H 0.9356 0.3199 1.1310  0.2643

---

9.
Computed, not measured: one molecule with the formula CH3Cl2O2P at a distorted geometry, with ωB97M-V/def2-TZVPD.

The value obtained for the energy above the lowest of the compared OMol25 structures with the same formula, charge and spin is 0.0546 eV. As for the HOMO energy: -0.4028 Ha. The value obtained for the LUMO energy is 0.01627 hartree. For the molecular weight, the calculation gives 148.91 g mol⁻¹. The calculation puts the frontier orbital gap at 11.404 eV. As for the SMILES: O=[P@](O)(Cl)CCl. Its total energy is -1452.19952 hartree.

Each line ends with the natural charge from an NBO analysis.
Cartesian coordinates (Å):
C -0.2596 0.8293 0.8474  -0.7501
O 1.5070 0.2668 -1.2194  -1.0452
O 0.6648 -1.7018 0.2082  -0.9538
P 0.3819 -0.3014 -0.5005  2.0361
Cl -1.1072 -0.7429 -1.7555  -0.2767
Cl -0.8311 2.2389 -0.0217  -0.0165
H 0.6111 1.0786 1.4241  0.2531
H -1.1040 0.5621 1.4339  0.2499
H 0.1371 -2.2296 -0.4164  0.5033

---

10.
Computed, not measured: CH3Cl2O3P as an isolated structure at a distorted geometry, with ωB97M-V/def2-TZVPD.

The value obtained for the energy above the lowest of the compared OMol25 structures with the same formula, charge and spin is 2.4171 eV. As for the HOMO energy: -0.3427 Ha. The value obtained for the LUMO energy is -0.03151 hartree. For the molecular weight, the calculation gives 164.91 g mol⁻¹. The calculation puts the frontier orbital gap at 8.468 eV. Its total energy is -1527.31734 hartree.

Each line ends with the natural charge from an NBO analysis.
Cartesian coordinates (Å):
C 3.4242 -0.5064 0.0900  -0.1439
O -1.6168 0.6617 -1.3713  -0.9994
O -0.8620 0.9987 0.9562  -0.9982
O -1.3492 -1.3040 0.1877  -0.9774
P -0.4936 0.0317 -0.3161  1.5118
Cl 2.3575 -1.5017 0.8541  0.0974
Cl 2.8803 1.1049 0.1404  0.0480
H -1.4600 1.6038 -1.2341  0.4866
H -1.6980 0.7783 1.2919  0.4918
H -1.1824 -1.8669 -0.5987  0.4834

---

11.
Computed, not measured: a 2-piece molecular cluster, CH3Cl2OPS overall at a distorted geometry, with ωB97M-V/def2-TZVPD.

The value obtained for the energy above the lowest of the compared OMol25 structures with the same formula, charge and spin is 6.1472 eV. As for the HOMO energy (alpha / beta): -0.3467 / -0.3415 Ha. The value obtained for the LUMO energy (alpha / beta) is -0.06493 / -0.05408 hartree. For the molecular weight, the calculation gives 164.98 g mol⁻¹. The calculation puts the frontier orbital gap (alpha / beta) at 7.666 / 7.822 eV. Its total energy is -1774.93735 hartree.

Each line ends with the natural charge from an NBO analysis.
Cartesian coordinates (Å):
C -1.6034 0.0906 -0.3270  -0.4076
O 1.2254 1.3656 0.2159  -0.9075
P 0.6514 -1.4136 0.0367  0.2098
S 1.8780 0.3398 -0.5848  1.0103
Cl -2.9783 -0.7625 0.4213  -0.0201
Cl 3.6632 -0.2113 0.5017  -0.2884
H -1.7667 0.0588 -1.4232  0.1993
H -1.4643 1.0907 0.0422  0.2081
H 0.3946 -0.5580 1.1172  -0.0039

---

12.
Computed, not measured: CH3Cl2OPS as an isolated structure at a distorted geometry, with ωB97M-V/def2-TZVPD.

The value obtained for the energy above the lowest of the compared OMol25 structures with the same formula, charge and spin is 5.2003 eV. As for the HOMO energy (alpha / beta): -0.3334 / -0.3003 Ha. The value obtained for the LUMO energy (alpha / beta) is -0.04450 / -0.05167 hartree. For the molecular weight, the calculation gives 164.98 g mol⁻¹. The calculation puts the frontier orbital gap (alpha / beta) at 7.862 / 6.767 eV. Its total energy is -1774.97215 hartree.

Each line ends with the natural charge from an NBO analysis.
Cartesian coordinates (Å):
C 1.2021 0.2698 -0.5116  -0.5790
O -0.9455 -1.1322 0.3288  -0.8447
P -2.9213 1.2571 0.7632  0.3526
S -0.7143 0.1019 -0.4980  0.9118
Cl 1.7451 1.9641 -0.1973  -0.0395
Cl -3.9045 0.3110 -0.6160  -0.2456
H 1.6455 0.0696 -1.5649  0.2407
H 1.4393 -0.5292 0.1538  0.2369
H -2.6752 0.1520 1.6619  -0.0333